The following is a DFT calculation (ωB97M-V/def2-TZVPD) of a cluster of 4 separate species, C44H89INO15P4S2 in total.

Atoms and positions in Å:
I 1.5441 0.6641 3.1791
S -0.0656 -2.7362 3.2872
S -3.4366 2.0583 -0.5628
P -1.9649 -9.0463 3.1684
P -7.0578 7.7739 -1.7404
P -1.0563 -1.9062 1.8841
P 9.5815 -4.5009 -1.0946
O 9.0727 -4.7614 -2.5901
O -1.0353 -8.9873 1.8247
O 8.4432 -5.3451 -0.2739
O -1.7694 4.5623 2.5649
O -1.1123 -9.7455 4.1424
O 10.6664 -5.6638 -1.0243
O -3.1187 -10.0237 2.6525
O -7.0548 9.1593 -2.5259
O -6.4727 7.0558 -0.5923
O -8.6235 7.4666 -1.8306
O -2.6991 -7.6565 2.8485
O 9.3023 -3.1051 -0.7130
O -6.5381 6.9039 -3.0264
O -2.3926 4.0620 -2.6231
O -1.0222 5.2613 -1.3623
N -0.9053 -0.0849 1.7042
C 4.9407 -0.9602 -0.2419
C 2.5579 4.3662 1.8334
C 1.2160 -0.5847 0.4747
C -0.5627 1.7740 -0.6405
C -3.2656 -0.8876 -1.6931
C 6.4547 -4.3814 0.6799
C 1.7829 5.0367 -0.2987
C 2.5041 -0.3010 -0.3246
C 3.8123 -0.2078 0.4874
C 0.3915 -9.0288 1.9150
C 0.2978 1.9552 0.6778
C 10.9726 -4.6466 -4.1215
C 0.9096 -10.3639 1.4294
C -2.1278 0.3899 0.9428
C 1.9805 4.0138 0.6191
C -6.1337 9.6283 -4.6928
C -2.1161 -6.0534 1.1683
C -1.9317 1.0257 -0.4338
C 1.7057 2.5426 0.3729
C -3.1263 -2.3284 -1.1211
C 2.6432 6.6811 1.2289
C -4.1304 4.9702 1.9906
C -2.0055 -0.0211 -1.5943
C -9.8746 9.3291 -0.8636
C -1.1766 4.0451 1.3628
C 0.4407 0.4939 1.2594
C 11.0478 -6.2386 0.2479
C -3.1014 4.1211 2.7372
C 2.0927 6.3507 -0.0007
C 1.8321 7.4667 -0.9918
C -1.9218 -6.4715 2.6079
C -1.4215 4.0820 -1.8964
C 9.6608 -4.0305 -3.6762
C -0.5419 2.8524 -1.7506
C 2.8879 5.6715 2.1426
C -0.3632 2.8244 1.7800
C -5.1922 -9.5355 3.8499
C 7.8782 -4.8287 0.9283
C -5.8641 9.6164 -3.2079
C -5.6823 4.6567 -2.8992
C -5.3451 6.1297 -2.9432
C -4.0857 -10.5368 3.5825
C 10.5930 -7.6773 0.2825
C -9.4910 7.8661 -0.7583
H 8.9384 -4.0647 -4.4907
H 9.5099 -7.7436 0.1917
H -4.7725 4.0606 -2.8198
H -4.4982 -11.4345 3.1254
H 7.8952 -5.6358 1.6661
H -6.2193 4.3610 -3.8015
H 10.6339 -5.6688 1.0808
H -10.3793 7.2415 -0.8389
H -6.3307 4.4306 -2.0510
H 1.3795 4.8199 -1.2756
H -0.7338 2.3186 -2.6819
H -0.8671 -6.6323 2.8351
H 5.8525 -0.8115 0.3372
H -1.0327 0.2159 2.6769
H -9.0203 7.6503 0.2042
H -1.7711 -6.8313 0.4890
H -2.8885 -0.3851 0.8476
H -4.8096 -8.6605 4.3794
H -3.1749 -5.8898 0.9610
H 1.9968 -10.4105 1.5054
H 0.4870 3.1868 -1.8900
H -3.4829 -1.0305 -2.7521
H 9.7933 -2.9829 -3.3941
H 2.7538 3.5862 2.5614
H -0.5540 4.8574 1.0031
H 11.7338 -4.5515 -3.3449
H 0.3564 3.2091 2.4992
H -4.9925 4.3354 1.7672
H -6.3674 8.6274 -5.0523
H 0.7751 -8.2248 1.2789
H -1.1393 -0.6881 -1.5256
H -2.0905 -2.6352 -1.0012
H -6.9925 10.2615 -4.9158
H 2.4844 2.0107 0.9123
H 6.0112 -3.9692 1.5890
H -2.2896 -5.6927 3.2783
H -1.5659 -5.1317 0.9604
H 0.6242 -10.5255 0.3892
H 0.0440 1.0020 -1.1297
H -3.2320 3.0704 2.4369
H 3.3073 5.8734 3.1191
H 2.4229 0.4877 -1.0672
H 1.5432 -1.3480 1.1833
H -2.0079 3.8237 0.6935
H 4.7186 -2.0168 -0.3669
H -4.4917 5.8196 2.5620
H 4.1607 0.8188 0.5963
H 2.6429 -1.2131 -0.9137
H 1.2850 8.2427 -0.4546
H 3.6954 -0.7026 1.4518
H 5.1310 -0.4837 -1.2059
H -4.7510 6.3498 -3.8345
H 5.8449 -5.2212 0.3423
H -3.3325 4.1660 3.8025
H -3.8915 1.8812 -1.8101
H 1.2676 7.1159 -1.8503
H -0.7503 -2.4790 0.6499
H 2.7856 7.9140 -1.2722
H 0.7276 -8.8298 2.9327
H 11.0228 -8.2299 -0.5531
H 10.8464 -5.7100 -4.3228
H -1.8685 0.5523 -2.5108
H 12.1339 -6.1835 0.3171
H -3.5911 -10.8347 4.5099
H -5.6246 -9.1845 2.9131
H -4.1681 -0.4636 -1.2582
H -5.6530 10.6252 -2.8536
H 0.5351 -1.0180 -0.2661
H 2.9014 7.6970 1.4963
H 10.9005 -8.1519 1.2145
H -10.6281 9.5811 -0.1172
H -2.6050 1.1390 1.5741
H 0.4819 -11.1777 2.0141
H -3.7592 5.2808 1.0123
H 11.3395 -4.1549 -5.0227
H -1.8357 5.7558 -1.1862
H 1.9658 2.3587 -0.6717
H -5.2667 10.0065 -5.2349
H -10.2682 9.5504 -1.8551
H -2.4251 -2.1271 2.0809
H -4.7498 6.4163 -2.0747
H -3.6598 -3.0104 -1.7798
H -9.0077 9.9740 -0.7071
H -1.0559 2.2708 2.4259
H 8.4755 -4.0088 1.3273
H -5.9772 -9.9868 4.4569
H -3.6763 -2.3881 -0.1776
H 6.4206 -3.6241 -0.1028
H -5.0028 8.9926 -2.9639

Kohn-Sham gap: 8.05 eV
Total charge: +1
LUMO energy: -3.1 eV

The following is a DFT calculation (ωB97M-V/def2-TZVPD) of a cluster of 7 separate species, C44H92N2O22PS6Si in total.

Atoms and positions in Å:
S 6.6961 3.9222 -1.2508
S -1.8910 -5.2849 -4.0607
S 11.7535 3.3485 2.2348
S -9.5932 4.2166 5.2248
S 6.3192 -1.3414 -3.8378
S -3.8478 -4.9471 -10.0916
P -3.0519 -1.2181 -1.2984
Si 1.5930 0.2589 -1.3428
O -1.7657 -2.2430 -1.0011
O 12.3710 1.8886 2.4009
O 5.6371 -1.6748 -2.6212
O 6.1980 -2.1517 -5.0084
O 5.7543 2.9643 -1.7520
O -5.0131 -5.0553 -11.1718
O -0.8673 -6.3526 -4.6376
O -2.6732 -4.4309 -10.7228
O -5.1285 -1.4077 4.2388
O 6.0630 4.6436 0.0184
O -2.8117 2.7632 2.0818
O 7.8617 -1.1165 -3.5188
O -2.9959 -5.9746 -3.4615
O -10.2833 5.1193 6.0882
O -8.1999 4.3794 4.9314
O 8.0412 3.5431 -0.9543
O -0.0770 0.5757 -1.3111
O -10.4040 4.0759 3.8635
O -2.1086 -4.2622 -5.0394
O 10.3851 3.3269 2.6504
O 12.6718 4.3034 2.7722
O -3.8134 -6.1532 -9.3215
N -4.4376 -2.2282 -1.4226
N -3.3787 1.5511 1.7664
C 1.8687 -1.0403 -2.6945
C -1.8942 1.4779 8.4895
C -4.5748 -3.6845 -9.1031
C -1.3943 0.5253 6.3917
C -10.6924 5.2754 3.1147
C 6.7670 3.2539 1.9197
C 11.5559 1.1331 4.5939
C -9.4673 5.8302 2.4148
C -4.3091 2.9336 4.4845
C -1.4893 2.6388 2.6480
C -3.4646 -0.2628 0.2563
C -3.4557 -3.1029 4.8552
C -1.3544 -7.3295 -5.5842
C 8.5889 -2.1848 -2.8810
C 2.6105 1.7540 -1.8776
C -4.4726 2.8071 6.0588
C 2.2587 -0.4691 0.2788
C -0.5467 3.7472 2.1497
C -4.8245 -0.1882 2.2339
C -1.9388 1.6949 -0.2525
C -1.1045 0.6448 7.7320
C -4.8805 1.6552 3.8519
C -2.2862 -3.6843 4.0099
C 12.7529 1.4585 3.7215
C -4.3081 1.0474 2.5887
C 5.9327 0.3205 -4.2755
C -4.7683 -5.8317 -12.3612
C 0.7757 3.5714 2.9495
C 8.8761 -3.3353 -3.8263
C -4.4283 -0.8417 1.1025
C -0.4757 1.1776 -0.0934
C -2.9609 2.1540 7.9583
C -0.8578 -4.6332 -2.7979
C -2.4488 1.2303 5.8543
C 11.7998 3.4128 0.4762
C -5.8601 -0.8737 3.1207
C -4.7779 -7.3238 -12.0915
C -1.6135 -6.7305 -6.9510
C 6.7296 5.3247 -2.3136
C -3.2675 2.0410 6.6120
C -2.9475 0.9691 0.6151
C -9.8393 2.5696 5.8007
C -4.6781 -2.7381 4.0066
C 5.6156 3.8244 1.1172
H -4.4896 3.8093 6.4951
H 6.5917 0.6326 -5.0817
H -2.4268 -6.0083 -6.9190
H -0.5790 -8.0897 -5.6605
H -1.6824 -2.8483 3.6310
H -4.6882 -7.8790 -13.0258
H -1.9094 2.7491 0.0390
H 11.8831 0.7191 5.5482
H -0.6621 -5.4094 -2.0615
H -2.6508 -4.2781 3.1638
H 2.5512 2.5939 -1.1742
H 6.0522 0.9582 -3.4013
H -0.7282 -6.2060 -7.3126
H -5.4110 2.2752 6.2558
H 9.5098 -4.0773 -3.3396
H -9.4788 1.8747 5.0465
H -11.4391 4.9957 2.3740
H -2.2483 1.6684 -1.2995
H -4.4611 -2.8918 -0.6422
H -3.0409 -2.2565 5.4145
H 10.9030 0.4148 4.0971
H 0.8729 2.4989 3.1834
H -1.4891 -2.1716 -0.0753
H -4.3237 -2.8212 -2.2443
H 7.9578 -3.8313 -4.1382
H -6.5747 -0.1715 3.5501
H 11.2476 2.5652 0.0783
H -5.5701 -5.5825 -13.0540
H -1.4732 2.6849 3.7426
H -4.6401 -2.7703 -9.6870
H -4.9127 3.7998 4.1943
H 13.3907 2.2110 4.1889
H -4.4400 -2.9365 2.9504
H 7.4417 4.0466 2.2421
H -2.5989 1.1066 4.7853
H 4.9583 3.0325 0.7491
H 6.3967 2.7222 2.7971
H 7.3535 2.5529 1.3273
H 9.5275 -1.7498 -2.5420
H -0.2515 0.0959 8.1196
H 0.7544 4.0851 3.9132
H -0.8110 -0.1187 5.7369
H 12.8358 3.3965 0.1481
H -1.6550 1.6016 9.5434
H 1.6438 3.8350 2.3431
H 3.6516 1.3978 -1.8549
H -3.9494 -7.6156 -11.4473
H 4.8980 0.3325 -4.6137
H -8.7232 6.1756 3.1318
H -1.4048 -3.8044 -2.3442
H 9.3733 -2.9765 -4.7277
H 2.8821 -1.3232 -0.0100
H -3.9270 -3.5377 -8.2402
H -3.5373 2.7881 8.6275
H -8.9953 5.0624 1.8004
H 11.3214 4.3424 0.1749
H -5.5583 -4.0147 -8.7788
H 2.9431 0.2594 0.7310
H 8.0504 -2.5253 -1.9945
H 7.2247 5.0207 -3.2339
H 5.7100 5.6397 -2.5196
H -4.8655 0.8649 4.6128
H -9.7414 6.6751 1.7828
H -5.4982 -3.4114 4.3042
H 0.2093 2.0222 0.0851
H 0.9925 -1.0501 -3.3502
H 7.2954 6.1171 -1.8305
H 13.3566 0.5631 3.5841
H -4.8647 -1.8039 0.8600
H -0.2836 3.6217 1.0978
H -10.8967 2.4174 5.9999
H -5.9507 1.8249 3.6606
H 10.9623 2.0229 4.8001
H -5.6995 -7.6172 -11.5882
H -2.2473 -7.8182 -5.1899
H 2.7709 -0.7733 -3.2556
H -9.2625 2.4586 6.7169
H 2.0615 -1.9993 -2.2087
H -11.1474 6.0219 3.7678
H -1.0256 4.7102 2.3480
H 0.0629 -4.2778 -3.2445
H -1.6351 -4.3221 4.6142
H -3.8306 -5.5188 -12.8243
H -3.6936 -3.8745 5.5955
H 5.0147 4.4736 1.7525
H -0.3881 0.4730 0.7503
H 2.3865 2.0554 -2.9055
H 1.4642 -0.7797 0.9644
H -1.0121 1.6867 2.3793
H -6.3377 -1.7134 2.6064
H -3.2593 3.1503 4.3323
H -1.8860 -7.5050 -7.6669

Kohn-Sham gap: 7.99 eV
Total charge: +1
LUMO energy: -3.5 eV